1.
Here is a molecular structure, C33H24F11N5O2S2V in a non-equilibrium geometry from OMol25. Energies are from ωB97M-V/def2-TZVPD.

Each line ends with the Mulliken spin population.
Atoms and positions in Å:
V1 6.45 -16.95 -9.29  2.012
C1 6.59 -18.97 -6.48  0.010
N1 6.29 -19.00 -7.92  -0.024
C2 4.96 -19.58 -8.25  0.010
C3 4.48 -19.15 -9.64  0.068
N2 4.64 -17.68 -9.85  -0.044
C4 3.83 -17.06 -10.80  0.041
C5 3.46 -15.72 -10.65  -0.018
F1 3.88 -15.06 -9.54  0.003
C6 2.68 -14.98 -11.52  -0.002
F2 2.44 -13.67 -11.28  0.000
C7 2.20 -15.65 -12.65  0.001
F3 1.60 -14.95 -13.62  0.000
C8 2.54 -16.95 -12.82  -0.001
F4 2.09 -17.62 -13.90  0.000
C9 3.31 -17.63 -11.92  -0.004
F5 3.65 -18.89 -12.23  -0.001
C10 7.37 -19.84 -8.55  0.019
C11 8.59 -18.98 -8.70  0.026
N3 8.26 -17.73 -9.33  0.031
C12 9.13 -17.23 -10.29  0.016
C13 9.61 -18.00 -11.36  -0.011
F6 9.16 -19.24 -11.55  -0.001
C14 10.48 -17.44 -12.34  0.004
F7 10.83 -18.19 -13.39  0.000
C15 10.86 -16.13 -12.21  -0.001
F8 11.64 -15.59 -13.15  0.000
C16 10.48 -15.29 -11.17  0.002
F9 10.89 -14.06 -11.02  0.000
C17 9.64 -15.95 -10.20  -0.032
F10 9.33 -15.24 -9.12  0.001
H1 6.64 -19.99 -6.06  0.001
H2 5.81 -18.41 -5.98  0.000
H3 7.54 -18.46 -6.34  -0.005
H4 4.29 -19.16 -7.52  -0.004
H5 4.99 -20.71 -8.14  -0.001
H6 3.43 -19.49 -9.74  0.002
H7 5.03 -19.76 -10.35  -0.031
H8 7.09 -20.22 -9.55  -0.010
H9 7.57 -20.76 -7.92  0.000
H10 9.32 -19.58 -9.29  0.000
H11 9.03 -18.80 -7.69  -0.006
O1 7.03 -12.63 -9.48  0.000
C18 6.84 -12.43 -10.80  0.003
C19 6.80 -11.12 -11.19  -0.001
C20 6.49 -10.75 -12.51  0.000
C21 6.29 -11.72 -13.48  0.001
C22 6.42 -13.07 -13.16  -0.002
C23 6.68 -13.43 -11.80  -0.003
C24 6.62 -14.86 -11.42  0.018
O2 6.65 -15.12 -10.16  -0.045
N4 6.60 -15.73 -12.36  -0.005
N5 6.64 -17.03 -11.85  -0.022
C25 6.69 -17.81 -12.84  0.033
S1 6.77 -17.20 -14.47  0.003
C26 6.72 -18.82 -15.27  0.000
C27 7.23 -19.83 -14.26  0.000
S2 6.51 -19.58 -12.66  0.003
H12 6.99 -13.61 -9.34  0.007
H13 6.81 -10.38 -10.38  0.000
H14 6.36 -9.70 -12.69  0.000
H15 6.04 -11.52 -14.53  0.000
H16 6.27 -13.84 -13.87  0.000
H17 7.41 -18.75 -16.10  0.000
H18 5.69 -19.02 -15.54  0.000
H19 8.29 -19.83 -14.23  0.000
H20 6.93 -20.81 -14.60  0.000
F11 5.34 -14.43 -3.74  0.001
C28 5.70 -15.00 -4.92  0.017
C29 7.01 -14.90 -5.38  -0.010
C30 7.29 -15.42 -6.64  0.039
C31 6.27 -15.99 -7.43  -0.092
C32 4.97 -15.93 -6.95  -0.003
C33 4.66 -15.48 -5.68  -0.007
H21 7.77 -14.38 -4.82  0.000
H22 8.25 -15.33 -7.12  0.008
H23 4.18 -16.33 -7.60  0.008
H24 3.63 -15.37 -5.30  0.000

Output
Energy above the lowest of the compared OMol25 structures with the same formula, charge and spin (kJ/mol): 0.00
HOMO level (spin up / spin down) (eV): -4.82 / -5.14
Electronic energy (eV): -123407.0796
Total charge: -1
Multiplicity: 3

2.
Here is a gas-phase ion, C4H7N2O (charge +1) in a non-equilibrium geometry from OMol25. Energies are from ωB97M-V/def2-TZVPD.

Each line ends with the Löwdin charge.
Atoms and positions in Å:
C1 0.58 0.18 0.36  -0.084
C2 0.54 0.20 -1.51  -0.087
C3 0.53 0.31 1.79  0.076
C4 -1.67 -0.82 -0.58  0.020
N1 -0.40 -0.19 -0.59  0.007
N2 1.46 0.67 -0.61  0.238
O1 0.43 0.36 -3.20  -0.101
H1 1.33 -0.16 2.39  0.141
H2 -0.34 0.22 2.33  0.083
H3 1.08 1.29 2.02  0.166
H4 -2.37 -0.09 -0.32  0.079
H5 -1.93 -1.13 -1.61  0.134
H6 -1.66 -1.66 0.27  0.165
H7 2.41 0.81 -0.74  0.164

Output
Energy above the lowest of the compared OMol25 structures with the same formula, charge and spin (kJ/mol): 712.63
HOMO level (spin up / spin down) (eV): -14.57 / -14.57
Electronic energy (eV): -9275.4041
Total charge: +1

3.
Here is 3 unconnected molecules or ions with the total composition C44H25O10S in a non-equilibrium geometry from OMol25. Energies are from ωB97M-V/def2-TZVPD.

Each line ends with the Löwdin charge.
Atoms and positions in Å:
O1 6.87 -2.30 -2.49  -0.084
C1 6.64 -2.66 -3.69  -0.589
O2 6.93 -3.94 -4.13  -0.180
C2 6.00 -1.63 -4.73  0.012
C3 6.88 -0.40 -5.17  0.022
C4 6.32 0.66 -6.14  -0.024
C5 4.88 0.54 -6.75  -0.145
C6 4.24 1.63 -7.76  -0.211
S1 4.43 3.39 -7.12  0.743
O3 3.04 4.04 -7.09  -0.434
O4 4.97 3.46 -5.72  -0.405
C7 4.04 -0.70 -6.32  0.003
C8 4.56 -1.80 -5.30  0.030
C9 3.57 -3.01 -4.91  -0.231
O5 3.98 -4.18 -4.66  0.071
C10 2.01 -2.59 -4.83  -0.029
C11 0.99 -3.18 -3.82  0.012
C12 -0.48 -2.63 -3.88  -0.061
C13 -0.97 -1.52 -4.87  -0.063
C14 0.06 -0.95 -5.91  -0.003
C15 1.50 -1.51 -5.85  -0.054
C16 2.57 -0.97 -6.90  -0.270
O6 2.23 -0.82 -8.10  0.021
H1 7.95 -0.25 -4.77  0.112
H2 6.97 1.55 -6.45  0.091
H3 4.64 1.53 -8.83  0.112
H4 3.10 1.48 -7.84  0.100
H5 5.28 4.04 -8.02  0.072
H6 1.31 -3.98 -3.08  0.104
H7 -1.24 -3.06 -3.14  0.083
H8 -2.02 -1.09 -4.92  0.088
H9 -0.28 -0.14 -6.64  0.101
C17 1.47 3.33 -2.68  -0.037
C18 1.44 4.38 -1.77  -0.052
C19 0.60 4.32 -0.66  -0.002
C20 -0.21 3.20 -0.46  -0.090
C21 -0.19 2.16 -1.38  -0.082
C22 0.66 2.22 -2.49  0.016
C23 -1.09 0.99 -1.21  -0.274
O7 -1.07 0.08 -2.02  0.093
C24 -2.01 0.95 -0.05  -0.082
C25 -2.90 -0.11 0.09  0.000
C26 -3.75 -0.16 1.19  -0.061
C27 -3.72 0.85 2.14  -0.060
C28 -2.84 1.92 2.00  0.004
C29 -1.99 1.98 0.90  -0.084
C30 -1.08 3.14 0.73  -0.281
O8 -1.06 4.02 1.57  0.093
H10 2.13 3.37 -3.54  0.112
H11 2.06 5.26 -1.93  0.108
H12 0.58 5.14 0.05  0.118
H13 0.68 1.40 -3.20  0.120
H14 -2.92 -0.91 -0.65  0.118
H15 -4.45 -0.99 1.29  0.106
H16 -4.39 0.81 3.00  0.093
H17 -2.83 2.71 2.75  0.120
C31 -5.42 0.95 10.15  -0.060
C32 -5.84 1.48 8.93  -0.059
C33 -5.38 0.93 7.74  0.003
C34 -4.49 -0.14 7.76  -0.083
C35 -4.05 -0.65 8.99  -0.083
C36 -4.53 -0.11 10.18  0.002
C37 -3.06 -1.76 9.03  -0.280
O9 -2.68 -2.21 10.09  0.100
C38 -2.54 -2.30 7.75  -0.086
C39 -1.57 -3.30 7.77  0.003
C40 -1.08 -3.83 6.58  -0.053
C41 -1.57 -3.36 5.36  -0.051
C42 -2.54 -2.36 5.34  0.008
C43 -3.02 -1.82 6.53  -0.083
C44 -4.02 -0.73 6.49  -0.274
O10 -4.44 -0.32 5.42  0.091
H18 -5.79 1.37 11.08  0.106
H19 -6.53 2.32 8.91  0.107
H20 -5.72 1.34 6.79  0.121
H21 -4.20 -0.52 11.13  0.120
H22 -1.19 -3.67 8.72  0.121
H23 -0.32 -4.60 6.60  0.109
H24 -1.20 -3.78 4.43  0.111
H25 -2.91 -2.00 4.38  0.118

Output
HOMO level (eV): -4.55
Electronic energy (eV): -77336.0479
Total charge: -1

4.
Here is a molecular structure, C46H48N4O2PS2SeTi in a non-equilibrium geometry from OMol25. Energies are from ωB97M-V/def2-TZVPD.

Each line ends with the Mulliken spin population.
Atoms and positions in Å:
Ti1 -21.83 3.40 1.84  1.081
C1 -21.81 0.87 -1.93  -0.006
C2 -21.95 2.13 -0.96  -0.021
N1 -22.15 1.96 0.29  -0.043
N2 -22.55 0.71 0.72  0.011
C3 -23.33 0.78 1.71  0.005
S1 -23.78 2.10 2.65  -0.026
S2 -23.91 -0.81 2.37  0.001
C4 -22.76 -2.06 1.68  -0.001
C5 -23.42 -2.93 0.59  0.000
C6 -23.24 -4.32 0.58  0.000
C7 -23.73 -5.07 -0.51  0.000
C8 -24.47 -4.43 -1.48  0.000
C9 -24.69 -3.06 -1.46  0.000
C10 -24.24 -2.36 -0.40  0.000
C11 -21.69 3.46 -1.49  0.052
C12 -21.13 3.60 -2.75  0.014
C13 -21.13 4.84 -3.34  -0.003
C14 -21.51 5.92 -2.66  0.004
C15 -22.08 5.84 -1.42  -0.004
C16 -22.12 4.63 -0.75  -0.020
O1 -22.52 4.50 0.44  0.024
H1 -22.20 -0.03 -1.52  0.001
H2 -20.72 0.81 -2.01  0.001
H3 -22.22 1.10 -2.91  0.000
H4 -22.46 -2.73 2.50  0.000
H5 -21.93 -1.48 1.31  0.000
H6 -22.78 -4.97 1.42  0.000
H7 -23.61 -6.11 -0.50  0.000
H8 -24.83 -5.04 -2.32  0.000
H9 -25.26 -2.65 -2.25  0.000
H10 -24.41 -1.31 -0.33  0.000
H11 -20.87 2.70 -3.34  0.000
H12 -20.73 4.92 -4.36  0.000
H13 -21.31 6.83 -3.18  0.000
H14 -22.61 6.75 -1.02  0.000
C17 -24.48 8.23 4.23  0.000
C18 -24.09 7.72 2.80  -0.002
C19 -25.00 6.50 2.30  0.001
C20 -22.56 7.34 2.68  0.004
C21 -21.72 8.52 3.03  0.000
O2 -21.51 8.33 4.50  0.000
C22 -21.84 7.00 4.74  0.005
N3 -22.33 6.31 3.76  0.021
C23 -21.53 6.60 6.13  0.001
C24 -20.44 7.14 6.82  0.000
C25 -20.21 6.66 8.15  0.000
C26 -21.02 5.63 8.65  0.000
C27 -22.06 5.12 7.86  -0.001
C28 -22.36 5.58 6.59  -0.004
P1 -20.71 2.87 4.10  0.021
C29 -19.32 3.53 5.11  -0.002
C30 -18.73 4.77 4.77  0.004
C31 -17.82 5.30 5.68  0.000
C32 -17.41 4.60 6.78  0.000
C33 -17.85 3.32 6.97  0.000
C34 -18.81 2.76 6.11  0.001
C35 -21.46 1.72 5.39  -0.017
C36 -22.26 2.21 6.39  -0.005
C37 -22.68 1.45 7.42  0.000
C38 -22.50 0.05 7.42  -0.001
C39 -21.79 -0.46 6.39  0.000
C40 -21.27 0.36 5.37  -0.002
H15 -25.49 8.65 4.25  0.000
H16 -23.77 8.91 4.59  0.000
H17 -24.45 7.28 4.79  0.000
H18 -24.22 8.49 2.05  0.000
H19 -24.93 5.68 3.00  0.006
H20 -24.73 6.16 1.32  0.000
H21 -26.05 6.79 2.33  0.000
H22 -22.36 6.91 1.67  -0.001
H23 -22.06 9.51 2.92  0.000
H24 -20.72 8.35 2.54  0.000
H25 -19.86 8.00 6.50  0.000
H26 -19.29 7.00 8.71  0.000
H27 -20.93 5.36 9.70  0.000
H28 -22.66 4.36 8.33  0.000
H29 -19.07 5.30 3.89  0.007
H30 -17.47 6.34 5.54  0.000
H31 -16.68 5.00 7.42  0.000
H32 -17.38 2.74 7.79  0.000
H33 -19.24 1.78 6.35  0.000
H34 -22.60 3.24 6.19  0.004
H35 -23.28 1.94 8.13  0.000
H36 -23.14 -0.55 8.08  0.000
H37 -21.73 -1.57 6.22  0.000
H38 -20.65 -0.12 4.57  -0.001
C41 -18.99 1.53 0.55  0.035
C42 -18.95 1.46 2.14  -0.035
C43 -18.66 0.04 2.59  -0.004
C44 -17.78 2.22 2.59  -0.004
C45 -20.36 1.89 2.67  -0.113
H39 -18.11 1.11 0.12  0.001
H40 -19.00 2.56 0.22  0.004
H41 -19.88 1.02 0.13  0.007
H42 -17.71 -0.38 2.19  0.000
H43 -19.39 -0.73 2.21  0.000
H44 -18.50 -0.12 3.65  0.000
H45 -17.05 2.15 1.82  0.001
H46 -17.29 1.81 3.49  0.000
H47 -18.06 3.29 2.73  0.001
H48 -20.82 0.91 2.82  0.011
Se1 -17.51 5.81 0.18  0.004
C46 -18.99 5.18 0.97  0.024
N4 -19.89 4.63 1.44  -0.046

Output
HOMO level (spin up / spin down) (eV): -1.04 / -1.04
Electronic energy (eV): -177956.3882
Total charge: -2
Multiplicity: 2